Version one
Below is a molecular structure, C4H9N3, with properties calculated with wB97M-V/def2-TZVPD.

For the HOMO-LUMO gap, the calculation gives 8.51 eV.

Positions of all 16 atoms, in Å:
C -0.327 0.307 1.013
C -0.329 -0.876 1.938
C 0.120 -0.415 -0.839
N 1.475 1.751 -1.499
C -0.912 -1.025 -1.425
N 1.326 -0.153 -0.138
N 1.198 0.374 -1.388
H 1.146 2.223 -0.656
H 1.014 2.123 -2.321
H -1.312 0.632 0.692
H 0.224 1.155 1.403
H -1.613 -1.618 -0.855
H -1.021 -0.962 -2.498
H -0.782 -0.593 2.895
H -0.897 -1.715 1.532
H 0.689 -1.208 2.146



Version two
Below is a molecular structure, C4H9N3, with properties calculated with wB97M-V/def2-TZVPD.

For the HOMO-LUMO gap, the calculation gives 9.11 eV.

Positions of all 16 atoms, in Å:
C -1.280 -0.862 -0.875
C -0.927 0.733 0.740
C -0.040 1.430 -0.012
C 1.054 0.706 -0.547
H -0.626 -1.767 -0.837
H -2.199 -1.246 -1.245
H -0.847 -0.083 -1.630
H -1.508 1.169 1.577
H -0.120 2.504 -0.015
H 1.891 1.088 -1.182
H 2.389 -0.943 -0.369
H -0.242 -0.587 1.336
H 1.585 -0.199 1.679
N -1.532 -0.395 0.552
N 1.379 -0.526 -0.280
N 1.020 -1.022 1.108



Version three
Below is a molecular structure, C4H9N3, with properties calculated with wB97M-V/def2-TZVPD.

For the HOMO-LUMO gap, the calculation gives 8.31 eV.

Positions of all 16 atoms, in Å:
C -1.422 -1.352 -0.467
N 0.991 0.127 -0.318
C -0.844 -0.171 0.233
N 1.606 -1.118 0.038
C -0.789 1.402 0.406
C 0.629 1.712 0.427
N -1.223 0.366 1.355
H 0.888 0.212 -1.328
H 2.505 -1.191 -0.430
H 1.765 -1.088 1.043
H -1.480 1.961 -0.218
H -2.228 -1.016 -1.121
H -0.664 -1.892 -1.035
H -1.845 -2.045 0.263
H 0.993 2.491 -0.240
H 1.116 1.602 1.393



Which one is most stable, and which one is least stable? version three is the most stable of them, while version one is the least stable.



Version one
Below is 8 unconnected molecules or ions with the total composition C28H79N7O8, with properties calculated with wB97M-V/def2-TZVPD.

For the HOMO-LUMO gap, the calculation gives 9.10 eV. The SMILES is COC[C@H](C)N.COC[C@H](C)N.COC[C@H](C)N.COC[C@H](C)N.COC[C@H](C)N.COC[C@H](C)N.COC[C@H](C)N.O.

Positions of all 122 atoms, in Å:
O -0.002 -0.606 0.831
H 0.211 -1.300 0.208
H -0.927 -0.416 0.673
C 2.705 -2.437 0.177
C 1.937 -2.499 -1.198
C 2.592 -3.550 -2.181
O 3.979 -3.204 -2.363
C 4.700 -4.136 -3.200
N 0.546 -2.740 -0.887
H 3.712 -2.080 -0.039
H 2.718 -3.436 0.614
H 2.268 -1.794 0.941
H 1.980 -1.568 -1.763
H 2.117 -3.552 -3.162
H 2.463 -4.554 -1.777
H 5.689 -3.775 -3.484
H 4.120 -4.101 -4.122
H 4.679 -5.164 -2.840
H 0.028 -2.937 -1.732
H 0.463 -3.581 -0.334
C -0.558 -4.569 3.693
C -0.516 -3.542 2.620
C -1.692 -3.819 1.585
O -1.328 -4.833 0.640
C -2.122 -5.064 -0.550
N -0.629 -2.197 3.246
H 0.144 -4.349 4.498
H -0.140 -5.539 3.422
H -1.583 -4.742 4.021
H 0.387 -3.631 2.016
H -1.817 -2.882 1.042
H -2.668 -4.068 2.003
H -2.026 -4.252 -1.271
H -3.175 -5.030 -0.271
H -1.924 -6.042 -0.987
H -0.900 -1.567 2.504
H 0.290 -1.851 3.483
C -4.337 0.244 1.727
C -4.040 -0.879 0.699
C -5.254 -1.090 -0.306
O -4.920 -2.016 -1.332
C -5.463 -3.277 -1.187
N -2.873 -0.524 -0.044
H -5.352 0.249 2.124
H -4.174 1.240 1.316
H -3.662 0.143 2.577
H -3.752 -1.806 1.195
H -5.645 -0.182 -0.765
H -6.022 -1.452 0.377
H -5.446 -3.620 -0.152
H -4.897 -3.946 -1.835
H -6.516 -3.243 -1.465
H -3.085 0.298 -0.592
H -2.897 -1.249 -0.747
C 5.750 1.649 3.053
C 5.869 0.559 1.971
C 4.982 0.838 0.800
O 3.613 0.926 1.150
C 2.733 1.007 0.014
N 7.183 0.469 1.433
H 4.889 1.556 3.715
H 5.660 2.679 2.709
H 6.654 1.693 3.661
H 5.674 -0.418 2.413
H 5.190 0.160 -0.028
H 5.029 1.856 0.414
H 2.843 0.135 -0.632
H 2.865 1.841 -0.675
H 1.709 1.145 0.360
H 7.316 1.291 0.862
H 7.191 -0.179 0.658
C -1.515 3.126 0.233
C -2.177 4.045 -0.835
C -1.375 5.373 -1.060
O -2.223 6.318 -1.753
C -1.616 7.589 -1.845
N -2.285 3.318 -2.091
H -2.174 2.273 0.399
H -1.382 3.678 1.164
H -0.602 2.645 -0.118
H -3.209 4.275 -0.567
H -0.493 5.147 -1.659
H -1.156 5.896 -0.129
H -2.301 8.326 -2.263
H -0.731 7.454 -2.468
H -1.303 7.893 -0.846
H -2.793 2.448 -2.016
H -1.363 3.030 -2.385
C 2.218 0.806 5.408
C 1.183 0.345 4.319
C 0.471 1.557 3.663
O 0.038 2.464 4.644
C -0.812 3.491 4.094
N 1.810 -0.445 3.312
H 1.722 1.034 6.351
H 2.772 1.640 4.977
H 2.874 -0.041 5.611
H 0.540 -0.316 4.899
H -0.355 1.195 3.050
H 1.121 1.971 2.892
H -1.756 3.172 3.652
H -0.289 4.028 3.302
H -1.050 4.191 4.895
H 1.328 -0.546 2.431
H 2.528 0.223 3.070
C -1.491 2.961 -5.924
C -1.086 1.433 -5.836
C -1.339 0.785 -4.469
O -0.590 1.418 -3.452
C -0.361 0.561 -2.330
N -1.700 0.635 -6.838
H -2.561 3.126 -5.804
H -1.019 3.357 -6.824
H -1.014 3.577 -5.161
H -0.001 1.403 -5.939
H -1.062 -0.268 -4.527
H -2.381 0.878 -4.163
H -1.193 0.136 -1.769
H 0.188 1.034 -1.515
H 0.194 -0.325 -2.638
H -1.616 1.188 -7.679
H -1.149 -0.198 -6.988



Version two
Below is 8 unconnected molecules or ions with the total composition C28H79N7O8, with properties calculated with wB97M-V/def2-TZVPD.

For the HOMO-LUMO gap, the calculation gives 9.75 eV. The SMILES is COC[C@H](C)N.COC[C@H](C)N.COC[C@H](C)N.COC[C@H](C)N.COC[C@H](C)N.COC[C@H](C)N.COC[C@H](C)N.O.

Positions of all 122 atoms, in Å:
O -11.144 -23.035 -23.687
H -11.044 -23.542 -24.493
H -11.734 -22.320 -23.925
C -4.555 -21.496 -22.783
C -3.538 -22.348 -22.127
C -3.927 -22.607 -20.627
O -2.864 -23.282 -19.991
C -3.016 -23.526 -18.597
N -3.290 -23.598 -22.848
H -5.497 -22.027 -22.917
H -4.282 -21.256 -23.810
H -4.775 -20.559 -22.271
H -2.593 -21.807 -22.082
H -4.880 -23.136 -20.601
H -4.106 -21.706 -20.040
H -3.047 -22.612 -18.004
H -2.161 -24.129 -18.291
H -3.907 -24.107 -18.359
H -4.172 -24.059 -22.675
H -2.600 -24.160 -22.371
C -14.368 -21.105 -28.064
C -15.345 -20.611 -27.011
C -16.276 -21.726 -26.514
O -17.339 -21.909 -27.428
C -18.458 -22.582 -26.884
N -14.374 -20.149 -25.973
H -14.830 -21.376 -29.013
H -13.775 -21.983 -27.806
H -13.668 -20.314 -28.332
H -15.873 -19.702 -27.300
H -16.641 -21.489 -25.514
H -15.756 -22.684 -26.513
H -18.219 -23.388 -26.190
H -19.104 -23.030 -27.640
H -18.967 -21.845 -26.263
H -14.836 -19.459 -25.399
H -13.685 -19.545 -26.397
C -10.222 -17.157 -19.735
C -11.019 -15.924 -20.059
C -12.084 -15.408 -19.032
O -12.593 -14.132 -19.461
C -13.501 -14.151 -20.563
N -10.097 -14.804 -20.354
H -9.315 -16.946 -19.169
H -9.917 -17.670 -20.647
H -10.785 -17.888 -19.154
H -11.520 -16.079 -21.015
H -11.707 -15.323 -18.012
H -12.909 -16.120 -19.051
H -13.103 -14.309 -21.565
H -14.151 -13.287 -20.707
H -14.308 -14.875 -20.446
H -9.835 -14.488 -19.432
H -10.695 -14.018 -20.569
C -6.121 -24.426 -30.612
C -5.188 -25.482 -31.183
C -4.132 -24.872 -32.161
O -4.818 -24.380 -33.324
C -3.954 -23.862 -34.291
N -4.478 -26.111 -30.081
H -6.660 -23.853 -31.366
H -5.541 -23.589 -30.224
H -6.834 -24.881 -29.925
H -5.755 -26.168 -31.812
H -3.421 -25.667 -32.386
H -3.522 -24.027 -31.841
H -4.600 -23.668 -35.147
H -3.243 -24.668 -34.474
H -3.459 -22.974 -33.897
H -4.071 -25.379 -29.517
H -3.735 -26.756 -30.309
C -15.651 -22.796 -17.955
C -14.738 -23.696 -17.134
C -15.547 -24.702 -16.210
O -16.181 -23.938 -15.124
C -17.046 -24.843 -14.398
N -13.986 -24.460 -18.076
H -16.054 -22.005 -17.322
H -16.437 -23.326 -18.494
H -15.091 -22.228 -18.697
H -14.158 -23.126 -16.407
H -14.822 -25.352 -15.722
H -16.196 -25.362 -16.785
H -17.519 -25.558 -15.071
H -17.755 -24.278 -13.793
H -16.489 -25.502 -13.732
H -13.490 -23.944 -18.788
H -13.310 -24.978 -17.534
C -9.318 -29.303 -22.346
C -8.004 -28.671 -22.973
C -6.772 -29.300 -22.311
O -6.734 -29.068 -20.921
C -5.600 -29.608 -20.202
N -8.075 -28.972 -24.383
H -10.151 -28.685 -22.681
H -9.282 -29.346 -21.257
H -9.440 -30.286 -22.801
H -7.919 -27.601 -22.782
H -5.981 -28.860 -22.918
H -6.807 -30.381 -22.448
H -4.746 -29.058 -20.598
H -5.572 -30.693 -20.303
H -5.722 -29.330 -19.155
H -7.203 -28.747 -24.840
H -8.046 -29.978 -24.466
C -11.948 -30.740 -33.793
C -13.217 -30.499 -33.005
C -12.996 -29.796 -31.636
O -14.224 -29.312 -31.191
C -14.104 -28.737 -29.857
N -14.035 -29.687 -33.892
H -11.197 -31.306 -33.242
H -11.326 -29.874 -34.020
H -12.172 -31.352 -34.666
H -13.773 -31.434 -32.928
H -12.292 -28.971 -31.745
H -12.683 -30.429 -30.805
H -15.062 -28.245 -29.689
H -13.338 -27.962 -29.856
H -13.933 -29.569 -29.174
H -14.685 -29.229 -33.269
H -13.484 -28.899 -34.201



Which one is most stable, and which one is least stable? version one is the most stable of them, while version two is the least stable.



Version one
Below is 2 unconnected molecules or ions with the total composition C3H7IN, with properties calculated with wB97M-V/def2-TZVPD.

As for the net charge: +1. For the HOMO-LUMO gap, the calculation gives 9.15 eV.

Positions of all 12 atoms, in Å:
C -0.225 -0.214 -0.150
C -2.178 -1.084 -0.527
C 1.993 0.801 0.252
N 0.556 0.593 0.526
I -3.720 0.278 0.223
H 0.247 -0.969 -0.839
H -2.060 -1.916 0.057
H -1.773 -1.340 -1.496
H 2.121 1.811 0.599
H 2.642 0.121 0.828
H 2.261 0.704 -0.768
H 0.136 1.216 1.295



Version two
Below is a gas-phase ion, C3H7IN (charge +1), with properties calculated with wB97M-V/def2-TZVPD.

As for the net charge: +1. For the HOMO-LUMO gap (alpha / beta), the calculation gives 8.45 / 8.45 eV.

Positions of all 12 atoms, in Å:
C -0.738 -1.061 -0.387
C -1.776 -0.382 0.467
C 0.965 0.794 0.164
N -0.142 0.256 -0.598
I -3.655 0.022 -0.029
H -0.243 -1.968 -0.038
H -1.034 -1.345 -1.322
H -1.438 0.033 1.472
H 1.121 0.061 1.096
H 1.797 0.772 -0.630
H 0.868 1.789 0.506
H -0.467 0.793 -1.355



Which one is most stable, and which one is least stable? version two is the most stable of them, while version one is the least stable.